DFT (the ωB97M-V functional and the def2-TZVPD basis) results for a cluster of 9 separate species, C36H69N9O13S in total at a distorted geometry.

Atoms and positions in Å:
1 O -1.755 -0.169 1.548
2 C -0.598 -0.378 1.398
3 N 0.443 0.576 1.726
4 C 1.435 0.360 0.687
5 O 2.117 1.199 0.203
6 C 1.325 -1.080 0.317
7 C 2.201 -1.908 -0.372
8 C 3.521 -1.405 -0.885
9 C 3.477 -0.425 -2.092
10 C 2.133 -0.260 -2.773
11 C 2.313 0.557 -4.078
12 S 1.098 1.842 -4.230
13 O 1.489 2.968 -3.441
14 O 0.850 2.088 -5.619
15 O -0.206 1.263 -3.581
16 C 1.788 -3.225 -0.574
17 C 0.553 -3.683 -0.119
18 C -0.330 -2.841 0.549
19 C 0.096 -1.542 0.758
20 H 0.929 0.249 2.558
21 H 4.075 -2.280 -1.209
22 H 4.053 -0.941 -0.065
23 H 4.253 -0.716 -2.789
24 H 3.729 0.543 -1.678
25 H 1.490 0.309 -2.119
26 H 1.676 -1.208 -3.022
27 H 3.279 1.037 -4.095
28 H 2.169 -0.078 -4.939
29 H -0.535 0.478 -4.064
30 H 2.451 -3.895 -1.091
31 H 0.285 -4.706 -0.323
32 H -1.297 -3.160 0.892
33 C -4.980 0.902 -2.096
34 N -3.671 0.619 -2.656
35 C -3.209 -0.550 -3.152
36 C -4.136 -1.735 -3.150
37 O -2.066 -0.628 -3.589
38 H -5.468 1.692 -2.668
39 H -4.879 1.237 -1.063
40 H -5.609 0.019 -2.113
41 H -2.993 1.366 -2.691
42 H -3.611 -2.582 -3.579
43 H -4.431 -1.985 -2.134
44 H -5.023 -1.528 -3.750
45 C -5.908 -1.101 3.439
46 N -4.726 -1.553 2.724
47 C -4.352 -2.813 2.410
48 C -5.237 -3.949 2.850
49 O -3.316 -2.982 1.775
50 H -6.482 -0.432 2.796
51 H -5.604 -0.555 4.335
52 H -6.529 -1.942 3.731
53 H -4.072 -0.856 2.398
54 H -4.791 -4.880 2.520
55 H -5.322 -3.970 3.930
56 H -6.229 -3.852 2.401
57 C -3.666 4.192 -0.086
58 N -2.908 4.888 0.933
59 C -1.910 4.396 1.723
60 C -1.517 2.954 1.528
61 O -1.367 5.120 2.542
62 H -3.533 4.678 -1.056
63 H -4.732 4.208 0.158
64 H -3.340 3.160 -0.163
65 H -3.115 5.859 1.106
66 H -0.720 2.706 2.212
67 H -2.357 2.292 1.730
68 H -1.165 2.797 0.506
69 C 9.114 0.440 -3.534
70 N 8.194 -0.515 -4.138
71 C 7.148 -0.275 -4.969
72 C 6.869 1.163 -5.342
73 O 6.465 -1.196 -5.390
74 H 10.135 0.216 -3.845
75 H 9.067 0.368 -2.448
76 H 8.869 1.453 -3.833
77 H 8.320 -1.493 -3.935
78 H 6.012 1.183 -6.006
79 H 6.642 1.756 -4.455
80 H 7.724 1.602 -5.857
81 C -3.478 -8.798 5.196
82 N -3.994 -7.450 5.043
83 C -3.451 -6.285 5.482
84 C -2.141 -6.367 6.231
85 O -4.008 -5.220 5.272
86 H -3.313 -9.250 4.217
87 H -4.194 -9.414 5.742
88 H -2.540 -8.790 5.739
89 H -4.865 -7.328 4.552
90 H -1.844 -5.362 6.509
91 H -2.250 -6.966 7.136
92 H -1.363 -6.803 5.603
93 C 0.237 5.923 -1.199
94 N -0.242 7.280 -1.414
95 C 0.289 8.445 -0.961
96 C 1.538 8.349 -0.117
97 O -0.232 9.516 -1.229
98 H 0.447 5.460 -2.164
99 H -0.547 5.351 -0.698
100 H 1.134 5.910 -0.592
101 H -1.073 7.409 -1.968
102 H 1.835 9.354 0.167
103 H 1.349 7.768 0.787
104 H 2.350 7.886 -0.678
105 C 11.533 -3.785 -1.040
106 N 11.091 -2.408 -1.158
107 C 11.653 -1.291 -0.621
108 C 12.899 -1.477 0.214
109 O 11.163 -0.191 -0.811
110 H 11.748 -4.197 -2.027
111 H 10.752 -4.392 -0.578
112 H 12.428 -3.850 -0.433
113 H 10.264 -2.219 -1.700
114 H 13.221 -0.503 0.567
115 H 12.696 -2.115 1.075
116 H 13.700 -1.920 -0.379
117 C -10.526 2.398 3.809
118 N -9.617 1.459 3.177
119 C -8.721 1.692 2.187
120 C -8.630 3.100 1.647
121 O -8.019 0.789 1.757
122 H -10.324 2.454 4.879
123 H -11.558 2.071 3.671
124 H -10.415 3.388 3.381
125 H -9.629 0.502 3.492
126 H -7.874 3.119 0.868
127 H -9.583 3.413 1.219
128 H -8.343 3.798 2.433

As for the spin multiplicity: 1. Its highest occupied orbital energy is -8.800 eV. The lowest unoccupied orbital energy is 0.07 eV. Its SMILES is O=C1NC(=O)c2c(CCCCS(=O)(=O)O)cccc21.CNC(C)=O.CNC(C)=O.CNC(C)=O.CNC(C)=O.CNC(C)=O.CNC(C)=O.CNC(C)=O.CNC(C)=O. The calculation puts the max |F| at 1.58 eV Å⁻¹.

***

DFT (the ωB97M-V functional and the def2-TZVPD basis) results for a cluster of 3 separate species, C7H17N in total at a distorted geometry.

Atoms and positions in Å:
1 C 0.097 -2.219 0.276
2 C 0.324 0.493 0.014
3 C -0.044 -0.476 -0.933
4 C 0.304 2.024 -1.509
5 C 1.436 -2.328 0.946
6 C -0.592 0.845 1.147
7 C -0.603 3.167 -1.144
8 N -0.996 -2.366 1.173
9 H -0.004 -2.865 -0.596
10 H 1.379 0.511 0.283
11 H -0.834 -3.024 1.932
12 H -1.877 -2.572 0.720
13 H -1.084 -0.487 -1.251
14 H 0.683 -0.727 -1.700
15 H 0.088 1.638 -2.505
16 H 1.366 2.259 -1.437
17 H 1.525 -1.640 1.793
18 H 1.612 -3.340 1.346
19 H 2.246 -2.107 0.247
20 H -0.460 0.137 1.972
21 H -1.637 0.820 0.832
22 H -0.370 1.836 1.550
23 H -0.430 3.498 -0.114
24 H -0.473 4.044 -1.796
25 H -1.657 2.882 -1.245

As for the spin multiplicity: 1. Its highest occupied orbital energy is -6.594 eV. The value obtained for the energy above the lowest of the compared OMol25 structures with the same formula, charge and spin is 97.76 kcal per mole. The lowest unoccupied orbital energy is 1.10 eV. The calculation puts the max |F| at 5.21 eV Å⁻¹.

***

DFT (the ωB97M-V functional and the def2-TZVPD basis) results for a cluster of 2 separate species, C2H8NO2P in total at a distorted geometry.

Atoms and positions in Å:
1 C 1.519 -0.812 0.012
2 C 0.072 -1.020 -0.081
3 N -0.146 1.231 -1.672
4 O -1.445 1.250 2.667
5 O -0.544 -0.429 0.988
6 P -1.498 0.844 1.276
7 H 1.817 -1.505 0.773
8 H 2.099 -0.740 -0.933
9 H 1.434 0.196 0.416
10 H -0.050 -2.205 -0.045
11 H -0.393 -0.556 -0.983
12 H 0.713 1.507 -1.182
13 H -0.829 1.823 -1.957
14 H -2.747 0.415 0.720

As for the spin multiplicity: 1. Its highest occupied orbital energy (alpha / beta) is -10.466 / -8.624 eV. The value obtained for the energy above the lowest of the compared OMol25 structures with the same formula, charge and spin is 134.54 kcal per mole. The lowest unoccupied orbital energy (alpha / beta) is -1.13 / -1.31 eV. The calculation puts the max |F| at 5.01 eV Å⁻¹.

***

DFT (the ωB97M-V functional and the def2-TZVPD basis) results for a structure of composition C2H3Cl2NS at a distorted geometry.

Atoms and positions in Å:
1 C 0.062 -0.253 -0.416
2 C -1.290 0.117 0.282
3 H 3.419 0.168 0.629
4 H 0.231 -0.612 -1.579
5 H -1.138 0.174 1.338
6 N 0.946 0.213 0.462
7 S 2.454 -0.037 -0.307
8 Cl -2.504 -1.321 -0.149
9 Cl -2.180 1.550 -0.259

As for the spin multiplicity: 1. Its highest occupied orbital energy is -9.443 eV. The value obtained for the energy above the lowest of the compared OMol25 structures with the same formula, charge and spin is 43.11 kcal per mole. The lowest unoccupied orbital energy is -0.10 eV. The calculation puts the max |F| at 4.02 eV Å⁻¹.

***

DFT (the ωB97M-V functional and the def2-TZVPD basis) results for the molecule C5H6N2 at a distorted geometry.

Atoms and positions in Å:
1 C 2.048 -1.164 2.472
2 C 1.148 -0.546 1.965
3 N 0.275 0.256 1.334
4 C 0.602 0.177 -0.355
5 C -0.879 0.210 -0.856
6 C -1.678 -0.152 0.366
7 N -1.082 -0.141 1.487
8 H 2.687 -1.882 2.959
9 H 1.070 -0.740 -0.616
10 H 1.218 1.056 -0.399
11 H -0.964 -0.565 -1.803
12 H -1.350 1.066 -1.257
13 H -2.609 -0.520 0.341

As for the spin multiplicity: 1. Its highest occupied orbital energy is -8.562 eV. The value obtained for the energy above the lowest of the compared OMol25 structures with the same formula, charge and spin is 104.09 kcal per mole. The lowest unoccupied orbital energy is 0.90 eV. Its SMILES is C#CN1CCC=N1. The calculation puts the max |F| at 4.42 eV Å⁻¹.

***

DFT (the ωB97M-V functional and the def2-TZVPD basis) results for a structure of composition C22H20AlBrN at a distorted geometry.

Atoms and positions in Å:
1 C -1.428 -0.064 -1.799
2 C -1.487 -0.729 -0.510
3 C -2.236 0.049 0.364
4 H -1.159 -1.742 -0.364
5 C -2.643 1.226 -0.304
6 C -2.187 1.190 -1.613
7 H -2.471 1.874 -2.431
8 H -1.394 -0.603 -2.747
9 H -2.537 -0.186 1.379
10 H -3.223 2.028 0.152
11 Al 0.595 0.293 -1.399
12 Br 2.377 -1.064 -1.758
13 C 1.609 1.040 -3.849
14 C 0.431 1.813 -4.027
15 C -0.608 0.932 -4.429
16 H 0.379 2.902 -4.052
17 C -0.081 -0.394 -4.487
18 C 1.297 -0.316 -4.188
19 H 2.027 -1.105 -4.385
20 H 2.622 1.413 -3.668
21 H -1.584 1.238 -4.818
22 H -0.608 -1.279 -4.843
23 C 0.805 3.030 3.652
24 C 0.292 3.297 2.374
25 C 0.253 2.290 1.405
26 C 0.710 0.983 1.705
27 C 1.210 0.754 3.010
28 C 1.241 1.738 3.985
29 N 0.672 -0.091 0.800
30 C 0.475 -1.396 1.339
31 C 0.853 -2.547 0.624
32 C 0.833 -3.813 1.167
33 C 0.347 -4.009 2.463
34 C -0.195 -2.918 3.159
35 C -0.255 -1.670 2.536
36 H 0.842 3.814 4.414
37 H -0.085 4.293 2.152
38 H -0.223 2.478 0.440
39 H 1.545 -0.233 3.286
40 H 1.608 1.515 4.991
41 H 1.235 -2.453 -0.385
42 H 1.189 -4.647 0.559
43 H 0.296 -5.022 2.873
44 H -0.570 -3.053 4.171
45 H -0.768 -0.857 3.054

As for the spin multiplicity: 1. Its total charge is -1. Its highest occupied orbital energy is -3.858 eV. The value obtained for the energy above the lowest of the compared OMol25 structures with the same formula, charge and spin is 24.72 kcal per mole. The lowest unoccupied orbital energy is 2.38 eV. The calculation puts the max |F| at 2.30 eV Å⁻¹.